# 1
The following is a DFT calculation (ωB97M-V/def2-TZVPD) of a cluster of 5 separate species, C24H64BrN4O8 in total.

Results
Total charge: +3
Relative energy (zero: lowest compared OMol25 entry of this formula, charge and spin), kcal/mol: 0.0
HOMO-LUMO gap, Eh: 0.33959
E_HOMO, eV: -16.3

Element x y z (Å)
Br: -0.80370 0.91406 -0.08886
C: -2.90189 -1.20997 3.02895
O: -1.63983 -1.65246 2.52869
C: -0.75216 -2.04925 3.54311
C: 0.65474 -1.82236 3.05201
N: 0.83702 -0.44614 2.52782
H: 1.81166 -0.28209 2.23738
H: 0.23836 -0.30604 1.69085
C: 0.44542 0.65001 3.46227
C: 1.18499 1.92689 3.09992
O: 2.52367 1.58343 2.79035
C: 3.22688 2.67318 2.22724
H: -2.76608 -0.35513 3.69700
H: -3.38860 -2.00472 3.60558
H: -3.53956 -0.96337 2.18726
H: -0.92245 -3.09633 3.81087
H: -0.88652 -1.47486 4.46928
H: 0.99772 -2.50517 2.27523
H: 1.37599 -1.90143 3.86981
H: 0.66934 0.34621 4.48113
H: -0.62071 0.81204 3.33401
H: 1.19459 2.56867 3.98846
H: 0.71781 2.46942 2.27623
H: 3.29596 3.48903 2.95638
H: 2.69452 3.07077 1.35426
H: 4.22921 2.33678 1.98620
C: 1.04109 3.75970 -3.57185
O: 0.42860 4.45066 -2.50083
C: 1.17072 4.41772 -1.31512
C: 0.29539 5.10952 -0.29339
N: -0.95504 4.33122 -0.15710
H: -1.22650 4.14360 -1.13252
H: -0.67414 3.39002 0.18132
C: -2.01817 4.97390 0.64501
C: -1.60372 5.13329 2.10262
O: -1.30208 3.91089 2.69784
C: -2.45221 3.14123 3.05288
H: 1.02508 2.67804 -3.38352
H: 2.06685 4.10023 -3.72354
H: 0.45677 3.94299 -4.46932
H: 2.16771 4.86113 -1.38117
H: 1.32131 3.36229 -0.99872
H: 0.05030 6.08271 -0.73235
H: 0.75998 5.32501 0.66281
H: -2.89170 4.32158 0.60750
H: -2.29624 5.90727 0.16115
H: -2.43571 5.65352 2.59568
H: -0.75550 5.81219 2.18880
H: -2.10722 2.38578 3.75341
H: -2.88564 2.65724 2.17329
H: -3.20621 3.75116 3.55507
C: 4.38032 1.52692 -4.31186
O: 3.36656 1.21375 -3.36037
C: 2.58816 0.09527 -3.71739
C: 1.85587 -0.38191 -2.50273
N: 2.77944 -0.99099 -1.47294
H: 2.26791 -1.57891 -0.80827
H: 3.45642 -1.56987 -1.97575
C: 3.52504 -0.01477 -0.61775
C: 4.19439 -0.78291 0.49974
O: 3.22295 -1.61095 1.09982
C: 3.82866 -2.61540 1.93301
H: 3.94923 2.02867 -5.17941
H: 4.91808 0.62568 -4.62725
H: 5.11657 2.17341 -3.84020
H: 3.22009 -0.68463 -4.16637
H: 1.86082 0.38684 -4.48572
H: 1.19499 -1.20262 -2.79696
H: 1.26568 0.34395 -1.95040
H: 2.83711 0.76340 -0.29215
H: 4.26366 0.45716 -1.26118
H: 4.62421 -0.09026 1.22971
H: 5.04002 -1.35474 0.09123
H: 3.02444 -3.21238 2.35669
H: 4.38843 -2.15259 2.74437
H: 4.44847 -3.26017 1.31010
C: -4.29042 -7.21149 -1.55392
O: -4.08430 -5.83812 -1.23594
C: -3.60276 -5.62577 0.06124
C: -3.63255 -4.14570 0.30600
N: -2.86349 -3.48817 -0.77068
H: -1.86334 -3.67408 -0.64009
H: -3.02162 -3.99324 -1.66348
C: -3.07019 -2.01222 -0.98456
C: -2.37451 -1.64624 -2.28232
O: -2.72871 -2.62485 -3.21930
C: -2.02412 -2.52204 -4.44222
H: -4.37226 -7.28399 -2.63501
H: -5.20819 -7.58375 -1.09603
H: -3.44820 -7.83451 -1.23805
H: -2.57895 -6.02447 0.17248
H: -4.20268 -6.13925 0.82374
H: -3.19392 -3.97503 1.28948
H: -4.64223 -3.74373 0.28621
H: -2.60399 -1.49844 -0.14607
H: -4.14681 -1.87724 -1.04072
H: -1.28539 -1.58388 -2.13053
H: -2.71414 -0.65760 -2.61027
H: -2.32221 -3.37387 -5.04276
H: -0.93954 -2.54730 -4.26545
H: -2.25309 -1.58102 -4.94913

---

# 2
The following is a DFT calculation (ωB97M-V/def2-TZVPD) of a structure of composition C24H64Cl2N4O8.

Results
Total charge: +2
Relative energy (zero: lowest compared OMol25 entry of this formula, charge and spin), kcal/mol: 0.0
HOMO-LUMO gap, Eh: 0.34298
E_HOMO, eV: -12.8

Element x y z (Å)
C: 3.17705 -8.08674 -6.22552
O: 3.16691 -6.70193 -6.18820
C: 1.97844 -6.14744 -5.58373
C: 1.85822 -4.76043 -6.11657
N: 3.00345 -3.90435 -5.75731
H: 2.76187 -3.62003 -4.77805
H: 3.86557 -4.43611 -5.66662
C: 3.23809 -2.70167 -6.65233
C: 4.45420 -1.90149 -6.13104
O: 4.02314 -1.06695 -5.08965
C: 5.04914 -0.61450 -4.25522
H: 4.00671 -8.39956 -6.91375
H: 2.24934 -8.41184 -6.66678
H: 3.30977 -8.44687 -5.18534
H: 2.07534 -6.29834 -4.43691
H: 1.13263 -6.78672 -5.87921
H: 0.96600 -4.25202 -5.71636
H: 1.84143 -4.91015 -7.17654
H: 2.31042 -2.09017 -6.65404
H: 3.28093 -3.13441 -7.65740
H: 4.97212 -1.28984 -6.88992
H: 5.26472 -2.60889 -5.80230
H: 5.53176 -1.44382 -3.70824
H: 4.61208 0.09777 -3.60991
H: 5.79569 -0.07487 -4.86261
C: 1.94162 2.23664 -1.86619
O: 1.51546 1.15455 -1.00258
C: 0.23464 0.61190 -1.15174
C: 0.24778 -0.72632 -0.29327
N: 1.66463 -1.35410 -0.39030
H: 1.87734 -1.70062 -1.29648
H: 2.29396 -0.58794 -0.11650
C: 1.91956 -2.56345 0.60387
C: 3.44408 -2.65192 0.90938
O: 3.82548 -1.63487 1.76223
C: 5.23758 -1.58092 1.89084
H: 1.22883 3.07351 -1.68048
H: 1.93546 1.96077 -2.91778
H: 2.93905 2.51885 -1.46975
H: -0.02649 0.45084 -2.21470
H: -0.58216 1.19221 -0.67483
H: -0.45686 -1.45036 -0.65520
H: 0.09311 -0.41316 0.73476
H: 1.53830 -3.46632 0.16321
H: 1.37915 -2.35676 1.54216
H: 3.97406 -2.52379 -0.04411
H: 3.62581 -3.66063 1.23784
H: 5.75721 -1.31330 0.93665
H: 5.67443 -2.54699 2.24960
H: 5.40552 -0.76660 2.59956
C: -1.20588 3.53683 4.23169
O: -1.77611 4.60003 4.98590
C: -3.10188 4.78193 4.67252
C: -3.45806 6.25276 4.77416
N: -3.04878 6.77485 6.16684
H: -3.63828 7.50365 6.62688
H: -3.04602 6.02172 6.84968
C: -1.63653 7.34358 6.10858
C: -1.04026 7.49292 7.50511
O: -1.84595 8.36809 8.23694
C: -1.23207 8.91646 9.42824
H: -1.46662 2.54508 4.55791
H: -0.14493 3.62483 4.25916
H: -1.55144 3.46077 3.19092
H: -3.72785 4.11716 5.32170
H: -3.38312 4.43094 3.66786
H: -4.54434 6.37841 4.61820
H: -3.03804 6.89278 3.99531
H: -1.72360 8.23311 5.56141
H: -1.03076 6.58103 5.54307
H: -0.02989 7.85929 7.50055
H: -1.04865 6.48129 8.01002
H: -1.05981 8.06069 10.12255
H: -1.85145 9.65222 9.90918
H: -0.28443 9.33535 9.16937
C: -1.97684 -4.43163 1.19272
O: -2.77131 -3.29023 0.88472
C: -2.98576 -2.35308 1.87172
C: -4.11782 -1.47401 1.38753
N: -3.91612 -0.61104 0.12634
H: -3.24389 0.16628 0.47003
H: -3.44069 -1.15611 -0.55935
C: -5.16822 -0.20265 -0.48733
C: -4.86840 0.12489 -1.97710
O: -3.67713 -0.62454 -2.35410
C: -3.24055 -0.59805 -3.70056
H: -1.11434 -4.10010 1.84435
H: -1.56654 -4.77015 0.26462
H: -2.43374 -5.27942 1.68467
H: -2.10708 -1.74443 2.08856
H: -3.38327 -2.83841 2.79103
H: -4.38928 -0.77946 2.14795
H: -4.96617 -2.11789 1.16929
H: -5.64859 0.65260 0.01435
H: -5.84035 -1.05654 -0.44436
H: -4.70846 1.18591 -2.08930
H: -5.67542 -0.14627 -2.71332
H: -3.67564 0.28279 -4.18388
H: -3.47402 -1.48554 -4.32097
H: -2.15033 -0.48794 -3.74797
Cl: -2.19806 1.25957 1.39480
Cl: 2.04024 -3.28015 -3.02090

---

# 3
The following is a DFT calculation (ωB97M-V/def2-TZVPD) of a cluster of 9 separate species, C24H64N3O9 in total.

Results
Total charge: +1
HOMO-LUMO gap, Eh: 0.27367
E_HOMO, eV: -11.5

Element x y z (Å)
C: -0.98070 -0.43205 0.36952
C: 0.27075 -1.03262 -0.52136
C: 1.67726 -0.14520 -0.34700
C: 2.20000 -0.28714 1.19962
C: 3.63933 -1.05515 1.50328
N: 3.62790 -1.03162 3.03673
O: 4.59722 -1.67904 3.70616
C: 3.90331 -2.63046 4.63635
N: 3.09561 -3.47315 5.24740
C: 3.39827 0.46308 3.34227
C: 2.52919 1.10333 2.06450
N: 1.31350 1.96381 2.39801
H: -1.14315 0.73431 0.22012
H: -0.80415 -0.56469 1.54280
H: -2.00102 -1.01458 0.15734
H: -0.07340 -1.03632 -1.65366
H: 0.54255 -2.11000 -0.11424
H: 1.36164 0.96815 -0.58980
H: 2.44818 -0.46531 -1.16763
H: 1.40803 -1.02855 1.68142
H: 3.87091 -2.06282 0.95500
H: 4.40854 -0.20480 1.26957
H: 2.73383 -1.45129 3.43104
H: 4.47451 0.92249 3.54415
H: 2.74830 0.46789 4.31775
H: 3.26499 1.85788 1.52404
H: 0.62857 1.27454 2.82991
H: 0.95132 2.27731 1.45916
C: -0.82128 4.99207 0.81002
C: -1.63922 4.15781 -0.15395
O: -1.82495 2.85186 0.37174
H: 0.15388 4.52739 0.98925
H: -0.66511 6.00075 0.41739
H: -1.32237 5.06508 1.78078
H: -1.12473 4.06904 -1.11530
H: -2.62078 4.60918 -0.32815
H: -2.29012 2.94123 1.22124
C: 6.37973 -1.50903 -2.85325
C: 5.19193 -2.18843 -2.20378
O: 4.01813 -1.41707 -2.41239
H: 6.52268 -0.50547 -2.43924
H: 7.29383 -2.08886 -2.69765
H: 6.21688 -1.38925 -3.92933
H: 5.34920 -2.28629 -1.12560
H: 5.03458 -3.18749 -2.62173
H: 3.88268 -1.34327 -3.37272
C: 2.73897 4.01536 6.33224
C: 1.92102 3.18109 5.36827
O: 1.73529 1.87514 5.89396
H: 3.71412 3.55067 6.51147
H: 2.89513 5.02404 5.93961
H: 2.23787 4.08837 7.30300
H: 2.43552 3.09232 4.40692
H: 0.93946 3.63247 5.19407
H: 1.27012 1.96451 6.74345
C: -2.23989 -4.98365 -0.24000
C: -1.76358 -4.05193 -1.33512
O: -0.40806 -4.33050 -1.65343
H: -1.62236 -4.87034 0.65711
H: -3.28211 -4.77885 0.02039
H: -2.15397 -6.02851 -0.55573
H: -1.83038 -3.01030 -1.00753
H: -2.36796 -4.16865 -2.23990
H: -0.36095 -5.25521 -1.95127
C: -1.25553 -6.96063 -6.05565
C: -0.52919 -6.17773 -4.98151
O: -0.98046 -6.58242 -3.69741
H: -2.33668 -6.80391 -5.98129
H: -0.92231 -6.65724 -7.05209
H: -1.08070 -8.03496 -5.93715
H: -0.72426 -5.10679 -5.09026
H: 0.55147 -6.33953 -5.04113
H: -0.79492 -7.53296 -3.60762
C: 0.43287 -1.17883 -6.40206
C: -0.38507 -2.01310 -7.36602
O: -0.57081 -3.31905 -6.84034
H: 1.40803 -1.64352 -6.22283
H: 0.58903 -0.17015 -6.79468
H: -0.06823 -1.10582 -5.43130
H: 0.12942 -2.10187 -8.32738
H: -1.36664 -1.56172 -7.54022
H: -1.03598 -3.22968 -5.99084
C: -6.42781 3.66978 0.72982
C: -5.95150 4.60150 -0.36530
O: -4.59598 4.32293 -0.68361
H: -5.81028 3.78309 1.62693
H: -7.47004 3.87459 0.99021
H: -6.34189 2.62492 0.41408
H: -6.01830 5.64314 -0.03771
H: -6.55588 4.48478 -1.27009
H: -4.54888 3.39822 -0.98145
C: -3.63754 4.57490 4.82737
C: -3.94414 4.22795 3.38519
O: -2.95414 3.34560 2.87755
H: -2.65183 5.04472 4.90884
H: -4.38915 5.25829 5.23239
H: -3.61192 3.67192 5.44606
H: -3.94705 5.13024 2.76661
H: -4.92265 3.74595 3.29715
H: -2.96552 2.54412 3.42847

---

# 4
The following is a DFT calculation (ωB97M-V/def2-TZVPD) of a cluster of 8 separate species, C24H64O24S8 in total.

Results
SMILES string: CCOS(C)(=O)=O.CCOS(C)(=O)=O.CCOS(C)(=O)=O.CCOS(C)(=O)=O.CCOS(C)(=O)=O.CCOS(C)(=O)=O.CCOS(C)(=O)=O.CCOS(C)(=O)=O
Relative energy (zero: lowest compared OMol25 entry of this formula, charge and spin), kcal/mol: 30.0
HOMO-LUMO gap, Eh: 0.37557
E_HOMO, eV: -10.4

Element x y z (Å)
C: -1.47805 -0.31792 -1.71681
C: 0.01523 -0.57792 -1.73646
O: 0.46049 -1.16475 -0.50520
S: 1.91691 -0.63443 0.03802
C: 1.49601 0.98942 0.71241
O: 2.36789 -1.45041 1.12641
O: 2.73119 -0.47668 -1.14343
H: -1.99652 -1.27892 -1.63766
H: -1.85456 0.08514 -2.65676
H: -1.78784 0.27875 -0.86228
H: 0.34137 -1.26038 -2.52400
H: 0.52660 0.36587 -1.95008
H: 1.38979 1.70274 -0.09997
H: 2.38953 1.20540 1.29227
H: 0.61856 0.72420 1.29650
C: 7.39811 5.04220 -3.14187
C: 6.15953 4.33365 -2.63774
O: 6.31344 4.05354 -1.23758
S: 5.19763 3.11389 -0.52234
C: 3.69469 4.09130 -0.82313
O: 5.01242 1.92840 -1.33108
O: 5.54735 2.95409 0.85664
H: 7.40807 6.12671 -3.01180
H: 7.71327 4.78324 -4.14618
H: 8.17706 4.77232 -2.41652
H: 5.27725 4.95974 -2.77461
H: 6.05599 3.39623 -3.18333
H: 3.81097 5.08106 -0.37600
H: 2.88110 3.63821 -0.26331
H: 3.55960 4.16482 -1.89394
C: -2.81975 -1.64762 1.53638
C: -4.18105 -2.02275 2.06913
O: -4.41981 -1.11249 3.14973
S: -5.90390 -0.85884 3.71297
C: -6.67617 0.02892 2.30051
O: -6.53957 -2.16532 3.78107
O: -5.86829 -0.00541 4.85458
H: -2.77558 -0.58919 1.28000
H: -2.59703 -2.22707 0.64792
H: -2.07984 -1.79672 2.32151
H: -4.97505 -1.92092 1.32405
H: -4.24872 -3.05573 2.41695
H: -6.48292 -0.67946 1.49721
H: -6.13057 0.94698 2.11729
H: -7.74367 0.08649 2.47989
C: -5.92380 -2.59068 -1.76716
C: -4.59847 -3.25766 -2.00580
O: -4.08491 -3.59443 -0.69890
S: -3.14735 -4.90947 -0.53747
C: -1.62741 -4.22335 -1.20077
O: -2.90962 -5.11117 0.86501
O: -3.65517 -5.97735 -1.35728
H: -5.90904 -1.85149 -0.96906
H: -6.58700 -3.37425 -1.38011
H: -6.42854 -2.22697 -2.66003
H: -4.66092 -4.17456 -2.59499
H: -3.90863 -2.60563 -2.55339
H: -0.93438 -5.05241 -1.02764
H: -1.27030 -3.44188 -0.53710
H: -1.78321 -4.00278 -2.25104
C: 4.15961 -4.06294 3.74427
C: 2.66101 -4.20208 4.01860
O: 2.10589 -5.21233 3.18085
S: 0.50148 -5.36045 3.11646
C: 0.02454 -3.74599 2.43341
O: 0.16638 -6.38637 2.17630
O: 0.02723 -5.44700 4.47582
H: 4.76780 -4.77805 4.29989
H: 4.44459 -3.06961 4.08596
H: 4.30397 -4.24554 2.68125
H: 2.41189 -4.36449 5.06757
H: 2.24093 -3.24527 3.68623
H: 0.83842 -3.47458 1.76893
H: -0.05177 -3.19264 3.36955
H: -0.97418 -3.80383 2.01178
C: 4.26784 1.20240 3.60831
C: 3.13037 0.72045 4.47999
O: 1.93182 0.75753 3.71456
S: 0.61227 0.06320 4.38337
C: 0.21272 1.48239 5.49746
O: -0.35789 -0.09039 3.33368
O: 0.98474 -1.06378 5.20492
H: 5.21061 1.25757 4.14880
H: 4.09198 2.20556 3.21486
H: 4.35105 0.52468 2.75644
H: 3.34020 -0.27875 4.86668
H: 3.05705 1.35920 5.37078
H: -0.84668 1.68045 5.35983
H: 0.78759 2.35314 5.19365
H: 0.50383 1.20428 6.50523
C: -1.86929 4.32278 -1.57475
C: -2.53879 3.15637 -0.87027
O: -3.54215 2.49345 -1.66414
S: -4.80646 1.88451 -0.88009
C: -5.72684 3.35149 -0.32256
O: -5.60420 1.28984 -1.91911
O: -4.35610 1.09025 0.22644
H: -1.26754 4.82006 -0.81601
H: -2.62674 5.01768 -1.94612
H: -1.27681 4.01946 -2.43444
H: -1.73105 2.45045 -0.65190
H: -2.96785 3.39914 0.10312
H: -5.11972 4.01613 0.28910
H: -6.60731 3.05593 0.24205
H: -6.02444 3.86450 -1.23398
C: 1.51565 0.50366 -7.19072
C: 2.06487 1.77404 -6.57806
O: 1.62667 1.72644 -5.18766
S: 2.76824 1.89697 -4.01854
C: 3.39709 0.22192 -4.01075
O: 3.75628 2.80377 -4.53617
O: 2.06518 2.14921 -2.79729
H: 0.46093 0.41947 -6.92907
H: 1.96992 -0.33080 -6.65121
H: 1.71820 0.38787 -8.25332
H: 3.15445 1.80316 -6.57273
H: 1.69681 2.67461 -7.06765
H: 4.10082 0.07676 -4.82748
H: 2.55014 -0.43203 -4.19808
H: 3.84225 0.08993 -3.02771